[1]
The following is a DFT calculation (ωB97M-V with the def2-TZVPD basis set) of a molecular structure, C22H37AsDyF6O14P2SSb in a non-equilibrium geometry.

Output
Energy above the lowest of the compared OMol25 structures with the same formula, charge and spin = 760.9 kJ/mol
Total charge = -2
Total energy = -189263.1047 eV
Expectation value of S² = 9.3442
2S+1 = 6
Max |F| = 5.15 eV/Å

Atoms and positions in Å:
H 13.947 13.341 11.311
C 15.925 13.871 10.495
H 11.607 12.077 7.450
O 12.745 9.910 10.938
H 13.985 14.171 9.726
C 12.582 11.818 6.941
C 5.493 5.500 12.324
O 8.657 8.738 15.143
H 11.427 9.270 7.723
C 14.476 14.054 10.686
C 15.517 8.642 11.480
C 15.517 7.483 9.209
O 10.843 13.173 15.587
H 15.789 14.131 8.365
H 15.279 11.111 6.831
H 17.132 12.989 8.886
H 12.658 7.388 10.092
H 14.291 15.008 11.164
H 6.728 7.071 15.088
P 13.573 12.136 13.957
C 13.195 10.475 7.171
H 14.883 7.322 8.324
H 11.660 9.655 6.025
O 9.500 6.569 10.247
C 10.494 14.394 9.638
H 6.470 5.539 10.393
H 16.424 8.106 9.013
Sb 13.793 10.059 9.464
H 14.963 9.302 12.198
O 6.533 9.916 13.270
H 15.810 6.482 9.510
H 12.375 11.842 5.868
O 10.508 10.662 16.312
F 7.267 13.839 11.373
H 10.483 15.395 9.196
O 9.368 9.595 12.600
O 12.750 12.545 12.784
H 16.674 14.407 12.416
C 8.509 13.220 8.563
O 12.505 11.369 14.936
H 14.363 10.449 5.413
H 4.792 5.689 14.345
C 8.187 14.520 10.717
H 9.342 9.370 15.578
O 14.089 13.491 14.593
C 16.564 13.896 9.144
H 4.713 4.841 11.982
C 5.577 5.915 13.636
H 14.915 9.316 6.635
H 12.608 8.386 6.691
F 7.575 15.437 9.894
O 8.682 8.977 10.157
S 8.406 7.518 10.242
H 16.428 12.696 12.253
H 17.273 14.727 9.026
F 9.218 12.336 7.883
C 14.735 8.044 10.368
H 11.155 13.288 16.534
H 13.152 7.576 11.772
H 11.200 13.764 9.085
C 7.368 6.910 11.760
O 9.551 12.472 10.638
Dy 10.618 11.086 11.733
As 8.039 9.180 13.571
H 13.323 12.615 7.171
C 6.465 5.945 11.402
H 15.797 7.717 12.031
C 12.193 9.371 6.923
C 6.644 6.746 14.057
C 13.491 7.263 10.770
H 10.979 14.534 10.615
F 8.856 15.263 11.641
F 8.377 14.281 7.731
H 13.752 6.212 10.822
C 7.461 7.300 13.072
H 14.973 13.309 14.942
P 10.868 11.630 15.179
C 14.529 10.350 6.494
F 7.249 12.706 8.773
H 17.852 13.521 11.466
C 16.775 13.566 11.681
O 14.733 11.148 14.016
O 10.093 11.606 13.791
H 16.429 9.148 11.076
C 9.183 13.607 9.894

***

[2]
The following is a DFT calculation (ωB97M-V with the def2-TZVPD basis set) of C3H3FS2 in the gas phase in a non-equilibrium geometry.

Output
Energy above the lowest of the compared OMol25 structures with the same formula, charge and spin = 67.2 kJ/mol
Total charge = 0
Total energy = -27545.8044 eV
SMILES string = FC1=CCSS1
2S+1 = 1
Max |F| = 5.78 eV/Å

Atoms and positions in Å:
H -1.200 -1.308 0.060
H -1.269 0.931 -1.180
S 2.226 0.506 0.266
C -0.310 -0.667 0.017
C -0.836 0.799 -0.085
S 0.597 1.932 0.120
F 1.470 -2.164 0.162
H -1.654 0.933 0.498
C 0.976 -0.962 0.142

***

[3]
The following is a DFT calculation (ωB97M-V with the def2-TZVPD basis set) of a molecular structure, C39H33CoN2P2S2.

Output
Energy above the lowest of the compared OMol25 structures with the same formula, charge and spin = 0.0 kJ/mol
Total charge = +2
Total energy = -121820.7862 eV
Expectation value of S² = 6.0486
2S+1 = 5
Max |F| = 0.51 eV/Å

Atoms and positions in Å:
C -0.140 -4.567 1.737
C -1.967 1.958 4.484
H 4.270 -0.044 -0.652
H 3.340 -5.232 -2.453
C 7.276 -3.175 1.188
C 4.209 1.869 3.360
H 6.680 -3.371 3.237
C -1.612 -4.594 3.643
H 4.105 3.086 -0.289
C 3.852 1.245 2.170
C -2.233 0.974 0.000
C 5.133 -2.487 2.051
C -1.276 1.405 3.450
H 5.118 1.571 3.868
H 0.992 2.972 1.526
C 0.117 -4.289 -2.920
H 3.082 -3.793 -0.478
C -1.694 -3.209 3.612
H 5.333 -1.904 -1.280
H 1.532 2.852 -4.518
S -3.738 1.729 0.368
C -3.917 2.459 3.071
C 5.630 -2.203 -0.280
C -1.002 -2.502 2.640
C -0.839 -5.271 2.707
H 0.454 -5.101 1.004
N 3.453 -1.502 0.577
C 6.390 -3.047 2.245
S -1.701 0.393 -1.478
C 6.892 -2.746 -0.072
H 1.457 -5.556 -4.016
C 1.336 -4.917 -3.151
H 0.988 1.316 -2.666
H 4.635 4.613 -2.148
H -2.157 -5.150 4.395
C 1.032 -3.282 -0.928
C 2.093 2.899 -3.594
N -1.387 0.854 1.060
H -1.073 -1.419 2.610
C 1.887 2.649 2.050
H 3.353 4.500 -4.257
H -1.516 2.007 5.466
H 4.464 -2.363 2.895
H -4.913 2.865 2.953
C -3.280 2.479 4.297
H -3.797 2.910 5.145
P 2.160 0.910 -0.048
H 8.257 -3.604 1.345
H 2.917 -0.878 -1.399
C 2.686 1.634 1.514
C -3.228 1.899 2.005
H -2.301 -2.685 4.339
C 2.250 -3.919 -1.158
H 7.573 -2.846 -0.908
H -0.990 -2.988 -1.627
C -1.909 1.365 2.182
C -0.035 -3.469 -1.813
C 3.415 2.876 3.889
C -0.219 -3.176 1.705
Co 0.075 -0.074 0.033
P 0.740 -2.232 0.502
H 4.486 0.467 1.765
H 3.706 3.363 4.811
C 1.788 2.039 -2.549
C 2.254 3.272 3.232
C 3.117 3.824 -3.445
C 2.396 -4.734 -2.274
H -0.711 -4.441 -3.600
C 4.744 -2.066 0.783
C 3.542 3.027 -1.214
H 2.097 -1.329 2.223
H 2.618 -2.951 1.800
C 2.352 -1.985 1.373
H -0.272 1.016 3.570
C 3.839 3.889 -2.259
C 2.514 2.097 -1.359
H 1.646 4.072 3.636
C 3.298 -0.489 -0.439
H -0.782 -6.352 2.730

***

[4]
The following is a DFT calculation (ωB97M-V with the def2-TZVPD basis set) of 2 unconnected molecules or ions with the total composition H4O2 in a non-equilibrium geometry.

Output
Energy above the lowest of the compared OMol25 structures with the same formula, charge and spin = 22.3 kJ/mol
Total charge = 0
Total energy = -4159.7073 eV
SMILES string = O.O
2S+1 = 1
Max |F| = 2.87 eV/Å

Atoms and positions in Å:
O -1.176 0.646 0.108
H -1.014 0.320 1.000
O 1.314 -0.812 -0.649
H 1.214 -1.147 0.310
H -0.718 1.528 0.015
H 0.380 -0.535 -0.783

***

[5]
The following is a DFT calculation (ωB97M-V with the def2-TZVPD basis set) of C5H10BN in the gas phase in a non-equilibrium geometry.

Output
Energy above the lowest of the compared OMol25 structures with the same formula, charge and spin = 595.3 kJ/mol
Total charge = 0
Total energy = -7508.1976 eV
2S+1 = 1
Max |F| = 4.46 eV/Å

Atoms and positions in Å:
C 0.132 -0.661 2.385
H 1.049 -1.054 2.610
C -0.044 -0.990 -1.796
N 0.240 0.033 1.173
C -0.455 2.016 -0.337
H -0.869 -1.228 2.317
H -1.191 2.374 0.417
H 0.072 2.819 -0.862
B 0.392 0.718 0.105
H -0.334 -0.590 -2.875
H -1.149 1.657 -1.022
H 1.691 -0.731 -0.492
C 1.009 -0.239 -1.106
H 1.531 0.341 -1.931
H -0.049 -0.089 3.322
H -1.233 -2.434 -0.560
C -0.795 -1.941 -1.348

***

[6]
The following is a DFT calculation (ωB97M-V with the def2-TZVPD basis set) of 7 unconnected molecules or ions with the total composition C22H33N7O2P in a non-equilibrium geometry.

Output
Total charge = +1
Total energy = -47155.4544 eV
2S+1 = 1
Max |F| = 1.63 eV/Å

Atoms and positions in Å:
C 2.523 -0.104 -2.936
C 4.283 1.436 -3.632
C 0.794 -2.379 -2.361
H -5.954 4.469 1.399
C -0.227 4.073 -1.429
C 4.369 0.792 -4.845
C -0.166 -5.738 -1.699
H -0.161 -7.651 -2.545
H 2.251 -3.613 -3.416
O 2.208 1.973 -0.879
C -1.548 3.821 -0.866
H 2.008 -4.139 -1.733
H 3.381 -1.771 0.834
H 0.330 4.740 -0.774
H -3.017 -2.034 4.627
N -2.577 3.592 -0.414
H 2.926 -2.661 -2.129
N -4.814 0.735 3.687
H 5.066 1.082 -5.612
H 0.286 -2.336 -3.320
C -0.297 -6.617 -2.855
N 3.559 -0.249 -5.091
H -3.125 1.249 1.974
O 4.406 2.107 -0.775
H 0.126 -2.757 -1.595
H 0.456 -6.366 -3.599
H 3.620 -0.717 -5.986
H 4.920 2.278 -3.413
H 1.283 0.058 0.428
H -3.809 2.396 6.160
H -0.318 4.531 -2.412
N -0.549 -0.554 2.067
C 1.697 -0.761 -0.140
C -1.323 0.224 1.727
C 2.670 -0.693 -4.195
P 1.150 -0.629 -1.887
H 3.566 -0.048 0.682
H -2.041 -3.276 5.435
C -2.284 1.227 1.285
C 3.375 0.990 -2.669
H -2.647 0.982 0.288
C -2.082 -2.227 5.151
H -1.287 -6.503 -3.293
H -2.402 1.522 5.532
H 2.038 -1.514 -4.489
C 3.201 -0.934 0.168
H 1.178 -1.646 0.219
C -2.006 -1.389 6.343
N -4.879 5.793 4.065
H -1.809 2.207 1.258
H -1.250 -2.001 4.486
C -4.133 1.346 4.379
H -4.188 4.507 1.285
H 3.818 -1.067 -0.720
H -2.936 3.030 4.755
H 0.309 3.132 -1.514
H 5.171 1.627 -1.118
N -0.073 -5.057 -0.783
C 2.078 -3.287 -2.390
N -1.957 -0.713 7.268
H -4.994 3.246 2.246
C -3.268 2.123 5.258
C 3.271 1.725 -1.364
C -4.960 5.140 3.127
C -5.029 4.292 1.943

***

[7]
The following is a DFT calculation (ωB97M-V with the def2-TZVPD basis set) of 6 unconnected molecules or ions with the total composition C10H29N10O10S in a non-equilibrium geometry.

Output
Total charge = -1
Total energy = -57058.5407 eV
2S+1 = 1
Max |F| = 1.63 eV/Å

Atoms and positions in Å:
H 2.492 3.410 -0.484
C -1.033 1.133 -1.893
H 7.068 -7.051 -0.938
S -4.338 2.328 -0.383
H 7.379 -5.562 0.867
H 5.752 -6.785 -2.027
C 2.691 -2.296 1.647
H -7.617 3.243 2.630
H -1.460 3.135 -1.081
O 0.309 3.326 0.695
N -7.642 3.360 3.626
O -3.955 3.210 -1.648
C 3.277 3.578 -2.370
H -8.515 3.545 4.080
H -3.456 0.395 0.355
O -1.599 -2.219 -1.362
H -3.173 0.891 -2.341
O 1.616 -2.813 1.926
O -5.490 1.541 -0.748
N -5.372 3.027 3.746
H 4.496 3.713 -4.008
N 3.349 3.493 -1.018
H 4.010 -0.735 2.084
O 4.872 -4.755 -0.909
H 6.277 -4.245 1.069
C -2.989 1.215 -0.190
N 3.153 -1.200 2.313
N 3.491 -2.767 0.650
H -2.444 -0.412 -1.448
H 2.565 -0.814 3.026
H 0.226 -2.649 0.215
H -3.042 -4.241 -1.550
C -2.467 0.675 -1.540
O 2.242 3.599 -3.010
H -2.137 -5.223 -0.451
H -0.188 -4.274 0.592
H 4.223 3.483 -0.531
C -0.616 2.501 -1.342
O -4.542 3.192 0.753
H -0.337 0.358 -1.588
H -0.066 3.029 -2.125
H 5.381 3.636 -2.525
O 1.217 1.494 -0.190
N 6.273 -6.509 -1.217
H -0.980 1.177 -2.984
H -5.329 2.914 2.746
C -1.423 -3.275 -0.775
N -2.264 -4.353 -0.929
H -4.527 2.958 4.280
H -4.513 4.002 -1.606
N -0.379 -3.439 0.075
H 3.183 -3.567 0.130
H 4.362 -2.345 0.393
O -6.581 3.425 5.632
C 5.843 -5.394 -0.550
C 0.378 2.420 -0.169
N 4.505 3.650 -3.009
H -2.211 1.639 0.442
C -6.524 3.279 4.420
N 6.579 -5.049 0.552

***

[8]
The following is a DFT calculation (ωB97M-V with the def2-TZVPD basis set) of a molecular structure, C2H3FLuO in a non-equilibrium geometry.

Output
Energy above the lowest of the compared OMol25 structures with the same formula, charge and spin = 0.0 kJ/mol
Total charge = +2
Total energy = -40484.2208 eV
Expectation value of S² = 0.7617
2S+1 = 2
Max |F| = 4.80 eV/Å

Atoms and positions in Å:
C -0.448 -0.023 -0.876
Lu -1.452 -1.087 1.870
H 0.819 1.424 0.087
O 0.338 -0.049 1.702
C 0.634 0.345 -0.019
H -0.414 -0.979 -1.406
H -1.289 0.664 -0.994
F 1.813 -0.295 -0.363

***

[9]
The following is a DFT calculation (ωB97M-V with the def2-TZVPD basis set) of 11 unconnected molecules or ions with the total composition C35H94N2O17 in a non-equilibrium geometry.

Output
Total charge = 0
Total energy = -75602.8870 eV
SMILES string = COCCNCCOC.COCCNCCOC.CC(C)O.CC(C)O.CC(C)O.CC(C)O.CC(C)O.OCCO.OCCO.OCCO.OCCO
2S+1 = 1
Max |F| = 1.75 eV/Å

Atoms and positions in Å:
C 1.389 5.746 0.017
H 2.263 -1.128 6.260
H 5.800 -1.079 -0.419
H -2.048 3.964 -3.787
H 0.809 1.540 4.322
H -7.349 2.233 -1.321
H 1.682 -0.538 0.938
H 3.630 -5.045 -1.913
C 0.778 4.053 1.792
H 2.587 -7.095 -1.820
H -10.355 -0.714 3.660
H -2.864 0.135 1.981
H 3.630 -1.703 2.251
O 4.937 0.270 -1.698
C 5.529 -3.397 2.605
C -9.725 -1.427 3.122
C -4.129 -0.661 -0.466
H -8.450 0.899 0.167
H -7.632 -0.044 3.643
H -5.827 0.917 5.059
H -4.006 -0.676 -1.549
H 2.234 1.932 -0.651
H -6.571 -0.246 -0.997
H 0.125 3.964 -3.889
H 0.613 -4.714 -1.675
O 1.766 -5.153 0.023
H 0.759 3.536 -1.393
H 0.820 0.947 1.001
H 5.929 -1.922 -2.774
H 0.647 4.916 2.459
H 1.363 -6.026 0.044
C -8.181 0.380 2.810
H -2.735 1.589 -3.933
O 3.945 -2.452 -2.843
H -1.003 -2.126 -0.632
H 1.544 1.471 -5.870
H -0.452 4.626 0.219
H -1.732 2.710 -1.059
O 6.879 2.287 -1.545
H 3.855 2.137 -4.788
H -4.617 -1.598 -0.161
C 2.163 -0.343 5.516
O 1.117 3.426 -0.503
H -3.237 3.110 -1.895
H 1.414 -0.648 -1.477
C 1.869 0.436 -5.885
H 4.833 2.973 -0.516
H -6.482 1.546 2.208
H -4.518 1.922 5.730
H 4.634 1.162 -5.953
H 5.537 -3.397 3.701
C -6.853 1.822 -0.446
H 2.495 -4.689 -3.252
H -2.072 4.436 -1.496
C -0.989 0.492 3.788
H 1.167 5.997 -1.022
H 2.307 -2.696 1.724
H 3.598 -4.211 0.187
C 1.212 0.277 -0.931
H -1.190 1.272 3.057
H 2.427 5.470 0.203
H 6.312 -4.108 2.340
H -6.218 2.573 0.037
H -8.848 1.190 3.091
H 0.475 0.877 -1.468
C 6.256 3.509 -1.915
C 0.626 4.489 0.341
C -2.188 3.396 -1.774
H 8.092 4.566 -1.741
H 1.089 6.592 0.633
H -3.621 -3.921 -1.178
C 4.188 -3.736 2.036
H -4.798 -0.885 3.319
O -0.123 3.571 -3.047
H 0.017 3.347 2.126
C 1.630 -4.587 -1.304
H -10.270 -2.179 2.556
H -1.557 0.757 4.683
O -4.884 0.474 -0.119
O -1.465 -2.823 -1.114
H -0.948 -4.424 0.084
C -4.779 0.936 5.351
H -9.070 -1.900 3.863
O -3.509 -5.426 0.257
H -1.358 1.894 -4.842
H 1.941 -3.543 -1.258
O 4.357 -3.778 0.593
C 3.161 -2.676 2.397
C 2.620 -5.178 -2.290
H 1.776 3.624 1.860
H -1.194 -1.480 3.824
O 2.438 1.031 -0.917
C -1.812 -3.807 -0.156
C 4.170 1.112 -4.969
H 5.805 -2.417 2.225
H -2.532 -5.328 -1.502
H -3.610 -1.261 4.576
C -3.836 -0.592 3.739
H 1.073 0.091 3.321
H -4.394 -5.111 0.437
H 4.069 0.654 -1.531
H 6.281 1.541 -1.682
C -1.685 1.862 -3.798
H 3.967 -1.939 -3.662
H 2.425 0.683 5.782
N -1.386 -0.746 3.157
H 3.971 -1.155 -0.627
H 2.164 0.234 -6.921
C 7.091 4.658 -1.323
C 4.785 3.488 -1.483
O 3.506 -1.177 -5.318
C 0.804 -0.020 0.498
H 3.807 -1.210 -6.229
H 4.218 2.827 -2.160
H 2.724 0.047 -3.921
O -3.912 0.732 4.219
H -2.217 -3.461 0.806
H 6.698 5.608 -1.708
H 3.878 -4.681 2.473
C -6.000 0.690 -0.969
H 4.319 4.465 -1.577
C -7.198 0.837 1.780
H 2.773 -0.603 4.643
O -0.494 -0.590 0.548
H -2.959 -1.568 2.048
H -6.544 0.004 1.517
H -4.609 0.197 6.131
C 3.018 0.129 -4.968
C -2.774 -0.700 2.683
C -1.539 3.225 -3.157
H 6.186 3.615 -3.006
H -1.125 1.105 -3.260
O 2.365 -6.567 -2.593
C -2.911 -4.638 -0.751
H 1.016 -0.207 -5.682
H 2.792 -2.832 3.410
O -8.925 -0.697 2.224
C 5.116 -2.172 -2.090
H 6.953 4.672 -0.243
O 0.780 -0.352 5.222
H -5.769 0.886 -2.029
H -0.615 -0.759 1.490
H 5.277 -3.037 -1.447
N -7.788 1.507 0.634
C 0.466 0.523 4.134
H -3.174 -0.630 0.066
H 4.945 0.846 -4.256
C 4.946 -1.027 -1.098

***

[10]
The following is a DFT calculation (ωB97M-V with the def2-TZVPD basis set) of 2 unconnected molecules or ions with the total composition C4H12NOS2 in a non-equilibrium geometry.

Output
Energy above the lowest of the compared OMol25 structures with the same formula, charge and spin = 241.3 kJ/mol
Total charge = +1
Total energy = -29541.9686 eV
2S+1 = 1
Max |F| = 5.25 eV/Å

Atoms and positions in Å:
S -2.656 1.140 -0.372
S 2.342 1.169 0.887
H 3.433 0.955 0.198
C 1.280 0.885 -1.616
H -1.800 1.555 -1.452
H 2.302 1.097 -1.830
H 1.006 -0.085 -2.244
N -0.085 0.552 0.468
H 1.030 -1.996 -0.689
C -1.374 -0.125 0.207
H -2.820 -1.528 1.156
O 1.419 -1.650 0.083
H 1.299 -1.995 0.952
H -2.342 0.007 2.313
H -1.243 -0.758 -0.677
H -1.242 -1.524 1.900
C 1.068 0.653 -0.204
C -1.994 -0.793 1.485
H -0.067 0.717 1.445
H 0.444 1.725 -2.013

***

- The lowest total charge belongs to which entry?
  C22H37AsDyF6O14P2SSb

***

- total energy of number 10 (C4H12NOS2)?
  -29541.9686 eV

***

Repeat the eighth record exactly.
The following is a DFT calculation (ωB97M-V with the def2-TZVPD basis set) of a molecular structure, C2H3FLuO in a non-equilibrium geometry.

Output
Energy above the lowest of the compared OMol25 structures with the same formula, charge and spin = 0.0 kJ/mol
Total charge = +2
Total energy = -40484.2208 eV
Expectation value of S² = 0.7617
2S+1 = 2
Max |F| = 4.80 eV/Å

Atoms and positions in Å:
C -0.448 -0.023 -0.876
Lu -1.452 -1.087 1.870
H 0.819 1.424 0.087
O 0.338 -0.049 1.702
C 0.634 0.345 -0.019
H -0.414 -0.979 -1.406
H -1.289 0.664 -0.994
F 1.813 -0.295 -0.363